Formula: C27H24N3PRbTe4
Source: OMol25
Level of theory: ωB97M-V with the def2-TZVPD basis set

Last column: Löwdin charge in e.
Element x y z (Å)
Rb -1.3041 -1.9806 1.0622  0.25
N -0.0018 0.3522 -2.0575  0.07
C 0.2299 1.7180 -1.8952  -0.32
C 0.6347 2.4855 -2.9878  -0.04
C 0.9872 3.8137 -2.8323  -0.09
C 0.9335 4.4005 -1.5760  -0.10
C 0.5200 3.6509 -0.4906  -0.09
C 0.1664 2.3071 -0.6178  -0.31
P -0.4255 1.3303 0.8277  1.06
C 1.0306 1.4510 1.9387  -0.37
C 0.8644 1.2264 3.3064  -0.12
C 1.9622 1.2134 4.1514  -0.07
C 3.2397 1.4009 3.6424  -0.09
C 3.4175 1.5815 2.2783  -0.09
C 2.3208 1.5980 1.4296  -0.10
C -1.6006 2.5049 1.5944  -0.36
C -2.9517 2.3327 1.2920  -0.10
C -3.9070 3.2238 1.7471  -0.08
C -3.5276 4.3132 2.5187  -0.08
C -2.1880 4.4888 2.8379  -0.08
C -1.2326 3.5969 2.3835  -0.10
H -0.0871 0.0330 -3.0094  0.09
H -0.7202 -0.0417 -1.4714  0.03
H 0.6817 2.0215 -3.9672  0.11
H 1.3057 4.3901 -3.6914  0.10
H 1.2126 5.4381 -1.4433  0.10
H 0.4766 4.1096 0.4881  0.10
H -0.1240 1.0358 3.7116  0.02
H 1.8135 1.0377 5.2089  0.11
H 4.0954 1.3943 4.3057  0.10
H 4.4139 1.7080 1.8724  0.10
H 2.4651 1.7421 0.3655  0.10
H -3.2549 1.4775 0.6978  0.10
H -4.9523 3.0692 1.5117  0.10
H -4.2707 5.0122 2.8792  0.10
H -1.8873 5.3281 3.4531  0.10
H -0.1972 3.7305 2.6686  0.10
N 1.3453 -2.0289 -0.6015  0.07
C 1.3490 -3.1941 -1.3841  -0.25
C 2.3880 -4.0964 -1.3278  -0.02
C 2.3799 -5.2576 -2.1110  -0.08
C 1.3446 -5.5167 -2.9688  -0.05
C 0.2514 -4.6304 -3.0372  -0.15
C -0.8527 -4.8435 -3.8844  0.00
C -1.8934 -3.9527 -3.8627  -0.05
C -1.8370 -2.8662 -2.9870  -0.14
N -0.8241 -2.6126 -2.1852  0.09
C 0.2292 -3.4701 -2.2171  -0.17
H 2.2774 -1.7877 -0.2952  0.09
H 0.9385 -1.2477 -1.1135  0.03
H 3.2198 -3.8955 -0.6632  0.11
H 3.2069 -5.9520 -2.0405  0.10
H 1.3494 -6.4029 -3.5910  0.11
H -0.8721 -5.7080 -4.5359  0.12
H -2.7624 -4.0998 -4.4892  0.10
H -2.6721 -2.1761 -2.9211  0.11
Te -2.7260 -5.7116 1.2059  -0.39
Te -1.4267 -4.8799 3.3874  -0.28
Te -3.1245 -2.9197 4.1340  -0.29
Te -1.4267 -1.2451 5.3564  -0.31

The charge is -1. The calculation puts the highest occupied orbital energy at -0.0968 hartree.

Formula: C35H42Cl2DyN5O2S2
Source: OMol25
Level of theory: ωB97M-V with the def2-TZVPD basis set

Last column: Löwdin charge in e.
Element x y z (Å)
Dy -0.8300 -0.5125 -0.1575  1.39
C -4.1221 2.1046 -0.1005  -0.20
C -2.9186 2.6518 0.6924  -0.21
N -1.7129 2.7651 -0.0979  -0.12
C -1.6130 3.8110 -1.0758  -0.26
C -1.0005 3.3511 -2.4267  -0.44
S -0.9893 1.5836 -2.7870  0.83
C -2.6678 1.3483 -3.4186  -0.47
C -3.7899 1.7874 -2.4975  -0.28
N -3.7499 1.1904 -1.1745  -0.06
H -4.7047 2.9382 -0.5116  0.11
H -4.7835 1.5886 0.5966  0.11
H -2.6777 1.9585 1.4997  0.09
H -3.2243 3.5970 1.1667  0.11
H -0.8850 2.6246 0.4629  0.03
H -1.0110 4.6524 -0.7116  0.11
H -2.6070 4.2203 -1.2664  0.10
H 0.0466 3.6498 -2.4811  0.04
H -1.5073 3.8469 -3.2579  0.08
H -2.7417 0.2854 -3.6380  0.02
H -2.7575 1.8720 -4.3733  0.08
H -4.7388 1.5768 -3.0084  0.12
H -3.7474 2.8717 -2.3952  0.09
H -4.2965 0.3414 -1.1291  0.10
Cl -1.2911 -1.7298 -3.0252  0.74
C 0.3536 -2.2126 -3.3842  -0.54
C 0.5459 -2.9851 -4.5082  -0.12
C 1.8111 -3.4898 -4.7745  -0.11
C 2.8233 -3.2086 -3.8718  -0.14
C 2.6001 -2.4159 -2.7557  -0.56
Cl 3.9909 -2.1511 -1.7209  0.69
C 1.3476 -1.8392 -2.4497  -0.38
N 1.0390 -0.9960 -1.4360  -0.21
H -0.2961 -3.2076 -5.1496  0.10
H 1.9938 -4.1053 -5.6435  0.10
H 3.8190 -3.6046 -4.0200  0.09
C 3.8035 1.3553 -2.0515  -0.07
C 2.3836 1.9409 -1.9848  -0.16
N 2.2538 2.8688 -0.8573  -0.13
C 3.1207 4.0195 -1.0683  -0.14
C 4.5852 3.5697 -1.3152  -0.07
N 4.6390 2.0960 -1.0397  -0.09
C 4.1293 1.7988 0.3503  -0.05
C 2.6383 2.1893 0.3833  -0.15
H 4.2945 1.4625 -3.0178  0.13
H 3.8190 0.3093 -1.7393  0.05
H 1.7518 1.0748 -1.8601  0.06
H 2.1214 2.4770 -2.8976  0.12
H 3.0684 4.6556 -0.1853  0.13
H 2.7696 4.5995 -1.9216  0.12
H 5.3085 4.0506 -0.6588  0.13
H 4.9030 3.6978 -2.3488  0.13
H 5.6009 1.7747 -1.1125  0.18
H 4.7597 2.3698 1.0315  0.13
H 4.2660 0.7301 0.5163  0.13
H 2.4305 2.8377 1.2327  0.13
H 2.0541 1.2828 0.4915  0.05
O 0.8379 -1.8088 0.5937  -0.26
C 1.6496 -1.1279 -0.1218  -0.37
C 2.6058 -4.7499 4.6783  -0.04
C 2.0080 -5.1150 6.0127  -0.73
O 2.4041 -6.0354 6.6754  -0.01
S 0.6535 -4.1604 6.7122  1.02
C 0.3855 -2.8808 5.5213  -0.58
C 1.1401 -1.7104 5.5607  -0.10
C 0.9532 -0.7281 4.6025  -0.02
C 0.0016 -0.8905 3.5956  -0.24
C -0.7755 -2.0474 3.5806  -0.02
C -0.5813 -3.0353 4.5326  -0.09
C -0.1429 0.1113 2.5674  -0.19
C -0.1482 0.9158 1.6418  -0.14
H 2.9591 -5.6688 4.2162  0.09
H 3.4671 -4.1052 4.8638  0.09
H 1.9231 -4.2221 4.0139  0.07
H 1.8826 -1.5811 6.3380  0.11
H 1.5509 0.1737 4.6204  0.11
H -1.5242 -2.1805 2.8100  0.10
H -1.1747 -3.9400 4.5040  0.11
C -5.7088 -2.1232 0.9053  -0.11
C -5.0997 -2.6208 -0.2417  -0.11
C -3.7684 -2.3100 -0.5135  -0.18
C -3.0039 -1.4863 0.3250  -0.30
C -3.6471 -1.0192 1.4791  -0.19
C -4.9756 -1.3227 1.7729  -0.11
H -6.7423 -2.3622 1.1239  0.09
H -5.6589 -3.2540 -0.9219  0.09
H -3.3294 -2.7298 -1.4139  0.05
H -3.1124 -0.3717 2.1743  0.08
H -5.4368 -0.9325 2.6738  0.10

As for the spin multiplicity: 6. The charge is 0. The calculation puts the highest occupied orbital energy (spin up / spin down) at -0.2337 / -0.2370 hartree.

Formula: C28H47BrNO3P3W
Source: OMol25
Level of theory: ωB97M-V with the def2-TZVPD basis set

Last column: Löwdin charge in e.
Element x y z (Å)
C -5.5227 -3.0527 -2.2158  0.05
C -4.9834 -1.7783 -2.5243  -0.16
C -5.5685 -1.1380 -3.6467  0.06
C -6.5690 -1.7899 -4.3931  -0.04
N -7.0423 -3.0088 -4.1057  0.17
C -6.5246 -3.6160 -3.0271  -0.04
C -3.8865 -1.1685 -1.8179  0.20
C -2.7399 -0.7414 -1.5161  0.12
C -1.4523 -1.2184 -1.8936  -0.29
C -0.6383 -1.5369 -0.7706  -0.27
C 0.3574 -2.5758 -0.9679  -0.04
C 0.7367 -3.1015 -2.2244  -0.64
C 0.0097 -2.5994 -3.3308  -0.01
C -1.0543 -1.7100 -3.1343  0.02
W 0.0465 0.2463 0.2471  0.85
P 0.0902 1.2566 2.3827  0.88
H -5.2318 -0.1570 -3.9707  0.14
H -5.1482 -3.6347 -1.3753  0.13
H -7.0037 -1.3113 -5.2785  0.15
H -6.9293 -4.6112 -2.8166  0.14
H -1.5960 -1.4275 -4.0169  0.15
H -1.1465 -1.2549 0.2765  0.13
H 0.2784 -2.8626 -4.3248  0.13
H 0.8297 -2.9248 -0.0422  0.05
C 1.6835 2.0043 2.8368  -0.34
C 1.6429 3.4603 3.2876  -0.09
H 2.3816 1.8800 1.9946  0.08
H 2.0644 1.3357 3.6239  0.10
H 2.6280 3.7315 3.6959  0.11
H 1.4277 4.1557 2.4650  0.08
H 0.9028 3.6064 4.0799  0.06
C -0.9218 2.1138 1.1269  -0.44
C -2.4506 2.1892 1.3546  -0.07
H -0.9128 1.6331 0.0289  0.03
H -0.4771 3.1181 1.0634  0.10
H -2.8707 2.8106 0.5463  0.11
H -2.9320 1.1992 1.2954  0.09
H -2.6434 2.6681 2.3216  0.09
C -0.8432 0.8521 3.8573  -0.32
C -1.0745 2.0715 4.7412  -0.09
H -0.2420 0.0675 4.3503  0.08
H -1.7899 0.4054 3.5162  0.11
H -1.8141 1.8054 5.5041  0.11
H -0.1529 2.3653 5.2558  0.09
H -1.4612 2.9406 4.1888  0.09
Br 2.2961 -4.0342 -2.5133  0.99
P 1.5257 1.2555 -1.2643  0.89
C 1.4948 3.0028 -0.6460  -0.39
C 2.0077 4.3504 -1.2022  -0.08
H 1.8780 2.8932 0.3911  0.05
H 0.4028 3.1434 -0.5744  0.04
H 1.4853 5.1370 -0.6216  0.10
H 3.0872 4.4890 -1.0516  0.09
H 1.7659 4.4914 -2.2638  0.08
C 3.3298 0.7561 -1.7427  -0.32
C 4.0522 1.1542 -3.0409  -0.10
H 3.3239 -0.3472 -1.6616  0.07
H 3.9239 1.1079 -0.8819  0.09
H 5.0660 0.7233 -3.0032  0.10
H 3.5756 0.7616 -3.9472  0.08
H 4.1773 2.2366 -3.1638  0.09
C 0.5486 0.9761 -2.7679  -0.39
C 0.2279 1.9361 -3.9451  -0.07
H -0.4469 0.6834 -2.3634  0.03
H 0.9345 0.0314 -3.1839  0.09
H -0.4358 1.3764 -4.6352  0.09
H -0.3202 2.8284 -3.6086  0.09
H 1.1184 2.2401 -4.5148  0.09
C 1.6941 -1.6267 4.5929  -0.04
O 1.6544 -0.7863 3.3865  -0.44
P 1.2959 -1.2546 1.7827  0.80
O 2.8454 -1.8302 1.4115  -0.35
C 3.7739 -2.5037 2.3612  -0.05
O 0.5976 -2.7284 2.1186  -0.36
C 1.0341 -4.1193 1.8909  -0.05
H 0.6863 -1.9979 4.8588  0.11
H 2.0673 -0.9792 5.4061  0.12
H 2.4095 -2.4700 4.5138  0.09
H 4.2159 -1.7985 3.0937  0.11
H 3.3068 -3.3612 2.8899  0.07
H 4.6066 -2.9353 1.7844  0.11
H 1.6309 -4.2482 0.9738  0.09
H 1.5956 -4.5497 2.7275  0.10
H 0.1104 -4.7007 1.7661  0.11

As for the spin multiplicity: 3. The charge is +4. The calculation puts the highest occupied orbital energy (spin up / spin down) at -0.7283 / -0.7251 hartree.

Formula: H4N2Si
Source: OMol25
Level of theory: ωB97M-V with the def2-TZVPD basis set

Last column: Löwdin charge in e.
Element x y z (Å)
N -1.0906 0.1219 -0.8470  -0.05
N 0.1530 0.8422 0.9778  -0.07
Si 0.3502 -0.5451 -0.0637  0.34
H -1.7078 0.0523 -0.0686  -0.06
H 0.5350 1.6478 0.4967  -0.03
H 0.4285 -1.9736 0.5084  -0.05
H 1.3316 -0.1455 -1.0036  -0.08

The charge is 0. The calculation puts the highest occupied orbital energy (spin up / spin down) at -0.3852 / -0.3888 hartree.

Formula: C38H49F3HfN7OPS3
Source: OMol25
Level of theory: ωB97M-V with the def2-TZVPD basis set

Last column: Löwdin charge in e.
Element x y z (Å)
Hf 0.1423 0.6555 -0.0545  1.27
C 1.8967 1.6849 2.4412  -0.11
N 0.4332 1.7617 2.2000  -0.11
C -0.0382 3.1690 2.1243  -0.10
C -0.8966 3.4238 0.9332  -0.34
N -0.8856 2.7242 -0.1835  0.02
C -1.7334 3.4213 -1.0818  -0.19
C -2.0324 3.2133 -2.4276  -0.04
C -2.8875 4.1096 -3.0362  -0.05
C -3.4378 5.1979 -2.3407  -0.05
C -3.1272 5.4303 -1.0190  0.00
C -2.2589 4.5248 -0.4217  -0.17
N -1.7027 4.4856 0.8543  0.20
C 2.5270 2.2541 1.2242  -0.42
N 1.8785 2.2828 0.0829  0.00
C 2.7422 2.9226 -0.8257  -0.23
C 2.5685 3.2640 -2.1667  -0.04
C 3.6148 3.9075 -2.7992  -0.06
C 4.8102 4.2111 -2.1234  -0.06
C 4.9809 3.8987 -0.7908  0.01
C 3.9165 3.2555 -0.1648  -0.17
N 3.7262 2.8357 1.1526  0.21
H 2.2069 2.2296 3.3330  0.14
H 2.1734 0.6388 2.5598  0.11
H -0.0313 1.3016 2.9679  0.07
H -0.5732 3.4557 3.0275  0.13
H 0.8200 3.8330 2.0549  0.14
H -1.6065 2.3881 -2.9771  0.05
H -3.1381 3.9768 -4.0821  0.12
H -4.1038 5.8786 -2.8586  0.12
H -3.5299 6.2795 -0.4789  0.12
H -1.8677 5.1556 1.5864  0.18
H 1.6506 3.0330 -2.6891  0.10
H 3.5134 4.1889 -3.8423  0.12
H 5.6065 4.7177 -2.6566  0.12
H 5.8952 4.1464 -0.2598  0.12
H 4.4145 2.8627 1.8868  0.18
C -2.0721 -3.0726 -1.1502  -0.04
N -1.1759 -2.7195 -2.2610  -0.18
C -0.0517 -3.6566 -2.4446  -0.02
C -1.1601 -1.4893 -2.8032  -0.69
S -1.6872 -0.0619 -1.9339  0.65
N -0.8467 -1.3608 -4.0874  -0.16
C -0.8195 -2.5090 -5.0117  -0.01
C -0.6721 -0.0388 -4.7228  -0.07
H -2.2620 -4.1447 -1.2157  0.11
H -3.0176 -2.5471 -1.2476  0.08
H -1.6288 -2.8523 -0.1914  0.05
H 0.4487 -3.7738 -1.4833  0.08
H 0.6705 -3.2695 -3.1561  0.08
H -0.4054 -4.6321 -2.7790  0.10
H -1.2923 -3.3717 -4.5597  0.09
H 0.1989 -2.7611 -5.3056  0.10
H -1.3808 -2.2411 -5.9041  0.10
H 0.1437 0.5127 -4.2634  0.03
H -1.5860 0.5489 -4.6525  0.08
H -0.4364 -0.1989 -5.7712  0.10
C 4.1360 -0.3233 -3.6605  -0.06
O 4.2165 -0.4859 -2.2219  -0.18
C 3.1570 -0.2947 -1.4573  -1.19
S 3.3302 -0.4404 0.1818  0.75
S 1.6257 0.0381 -2.1949  0.62
H 5.1181 -0.5799 -4.0353  0.10
H 3.8941 0.7089 -3.9077  0.08
H 3.3866 -0.9887 -4.0843  0.07
F 4.7651 -6.7993 3.2441  0.15
C 3.4387 -6.9375 3.4057  -0.59
F 3.0678 -8.0642 2.7730  0.16
F 3.1899 -7.0952 4.7135  0.15
C 2.7052 -5.7454 2.8395  -0.10
C 1.6950 -5.1313 3.5616  0.01
C 1.0257 -4.0463 3.0154  0.00
C 1.3717 -3.5736 1.7466  -0.24
C 2.3750 -4.2202 1.0174  -0.02
C 3.0395 -5.3035 1.5649  0.01
C 0.7808 -2.3650 1.2430  -0.13
C 0.3174 -1.3091 0.8378  -0.26
H 1.4404 -5.4950 4.5491  0.13
H 0.2303 -3.5593 3.5682  0.11
H 2.6426 -3.8559 0.0328  0.11
H 3.8309 -5.7986 1.0149  0.13
C -4.5024 -0.2460 0.2513  -0.15
C -3.6630 -0.7983 1.4088  -0.39
P -2.2680 0.2949 1.8897  0.94
C -3.1875 1.6829 2.6873  -0.38
C -3.9611 1.3527 3.9641  -0.12
C -1.5201 -0.5647 3.3463  -0.41
C -2.3164 -1.7184 3.9643  -0.13
H -5.2731 -0.9655 -0.0305  0.08
H -3.8973 -0.0374 -0.6259  -0.01
H -5.0151 0.6775 0.5324  0.07
H -3.2377 -1.7707 1.1516  0.06
H -4.2972 -0.9442 2.2816  0.07
H -3.8689 2.0601 1.9212  0.08
H -2.4864 2.4951 2.8902  0.04
H -4.7195 0.5876 3.7998  0.07
H -4.4776 2.2478 4.3142  0.08
H -3.3043 1.0200 4.7682  0.07
H -1.3454 0.2001 4.1145  0.08
H -0.5503 -0.9349 3.0255  0.02
H -3.3037 -1.4064 4.3122  0.07
H -1.7733 -2.1085 4.8283  0.08
H -2.4452 -2.5393 3.2532  0.07

The charge is +2. The calculation puts the highest occupied orbital energy at -0.4650 hartree.

Formula: C3H5N2
Source: OMol25
Level of theory: ωB97M-V with the def2-TZVPD basis set

Last column: Löwdin charge in e.
Element x y z (Å)
C -0.2117 -0.6753 1.9513  -0.02
C 0.3492 0.4450 -0.7155  -0.02
C -0.9820 -1.0771 0.9509  0.06
N -1.4325 -0.1658 1.9536  0.29
N 0.4865 0.8491 -1.9027  0.04
H 0.7596 -0.4460 2.3950  0.15
H 1.2343 0.7466 0.0425  0.09
H -1.3578 -1.7127 0.1963  0.12
H 1.3676 1.3471 -2.2197  0.16
H -0.2133 0.6892 -2.6515  0.14

The charge is +1. The calculation puts the highest occupied orbital energy (spin up / spin down) at -0.4995 / -0.4995 hartree.

Formula: C6H24O10PRb
Source: OMol25
Level of theory: ωB97M-V with the def2-TZVPD basis set

Last column: Löwdin charge in e.
Element x y z (Å)
Rb -7.7053 -9.9216 -3.8716  1.03
P -8.5204 -7.8518 -6.3760  0.04
O -8.3888 -6.6293 -7.3609  -0.53
O -9.9757 -8.4193 -6.5994  -0.45
O -8.3745 -7.3734 -4.8759  -0.53
O -7.4298 -8.9987 -6.6453  -0.50
C -5.6367 -6.7383 -2.6116  -0.20
O -5.8469 -7.3209 -3.8731  -0.15
H -4.5748 -6.7832 -2.3699  0.06
H -5.9053 -5.6862 -2.7067  0.07
H -6.2610 -7.1183 -1.8029  0.05
H -6.7413 -7.1696 -4.1874  -0.01
C -5.6635 -10.8703 -0.8497  -0.12
O -7.0274 -10.4491 -1.1316  -0.22
H -5.0866 -10.1063 -0.3286  0.08
H -5.6967 -11.8284 -0.3310  0.07
H -5.2120 -11.1100 -1.8124  0.08
H -7.5125 -10.4841 -0.3039  0.07
C -9.5830 -6.8269 -2.1724  -0.20
O -10.2362 -7.5676 -3.1633  -0.15
H -9.5138 -5.7968 -2.5221  0.08
H -10.1891 -6.7991 -1.2669  0.06
H -8.5947 -7.2287 -1.9492  0.05
H -9.5582 -7.6313 -3.8400  -0.05
C -8.3351 -13.6592 -4.2712  -0.14
O -7.3660 -12.7474 -3.7857  -0.21
H -8.5917 -14.3645 -3.4807  0.07
H -9.2986 -13.2225 -4.5338  0.09
H -7.9450 -14.2414 -5.1061  0.08
H -6.5654 -13.2200 -3.5462  0.07
C -5.1608 -11.4388 -6.2565  -0.21
O -5.3078 -10.0739 -5.9828  -0.18
H -4.9444 -11.9585 -5.3231  0.05
H -6.1005 -11.8800 -6.5889  0.07
H -4.4271 -11.5729 -7.0514  0.06
H -6.1409 -9.7212 -6.3041  -0.07
C -11.7740 -10.5894 -4.6958  -0.22
O -10.4437 -10.2890 -4.8819  -0.22
H -11.8927 -11.2053 -3.8043  0.06
H -12.4232 -9.7328 -4.5148  0.07
H -12.1498 -11.0814 -5.5929  0.07
H -10.3114 -9.5777 -5.5128  -0.04

The charge is -2. The calculation puts the highest occupied orbital energy at 0.0335 hartree.

Formula: C2H3LaLiO2
Source: OMol25
Level of theory: ωB97M-V with the def2-TZVPD basis set

Last column: Löwdin charge in e.
Element x y z (Å)
H -0.7957 1.4342 -3.0824  -0.27
O 1.7289 0.2467 0.1218  -0.44
C 1.0517 -0.3809 1.1004  -0.29
C -0.2970 -0.4921 1.0622  -0.29
O -0.9601 -0.0356 -0.0308  -0.56
Li -1.9675 -0.1228 -1.5063  0.66
La 0.4694 1.2599 -1.3837  1.95
H 1.6301 -0.8590 1.9014  0.12
H -0.8598 -1.0503 1.8175  0.12

The charge is +1. The calculation puts the highest occupied orbital energy at -0.4233 hartree.

> Which of these has the highest charge?

C28H47BrNO3P3W

> Among the records above, which one has the highest charge?

C28H47BrNO3P3W